C50H122InN8O18 | ωB97M-V/def2-TZVPD

The HOMO-LUMO gap is 2.07 eV. The molar mass comes out at 1238.38 g/mol. Its charge is +1. As for the strongest force on any atom: 0.1300 hartree/bohr.

Last column: Mulliken charge in e.
Element x y z (Å)
In  -1.726  -4.488  -1.006  1.0210
C  0.512  -1.062  1.885  -0.3011
C  0.634  0.323  1.840  0.0696
C  -0.225  1.139  0.868  1.1082
O  -0.420  2.428  1.026  -1.0165
C  -0.855  0.561  -0.179  -1.1312
C  -0.951  -0.892  -0.234  0.3536
C  -0.426  -1.698  1.016  -0.3324
O  -0.818  -2.833  1.245  -0.0960
O  -1.451  -1.538  -1.200  1.5234
O  1.545  0.820  2.663  -0.4741
H  1.002  -1.748  2.560  0.6199
H  -1.335  1.119  -0.969  0.9631
C  -3.145  -3.672  -5.098  -0.8506
C  -1.627  -3.794  -5.092  -0.0012
C  -0.803  -3.248  -6.210  -0.7957
O  0.594  -3.540  -5.967  -0.3231
C  1.221  -3.539  -7.243  -0.8536
N  -1.026  -3.300  -3.795  0.4658
H  -3.554  -4.162  -4.215  0.1750
H  -3.363  -4.182  -6.036  0.5179
H  -3.460  -2.642  -4.930  -0.1410
H  -1.415  -4.860  -5.013  0.4720
H  -1.055  -2.192  -6.310  0.2981
H  -1.088  -3.729  -7.146  0.5789
H  0.944  -4.366  -7.897  0.3111
H  2.299  -3.660  -7.143  0.2822
H  0.951  -2.610  -7.747  0.3466
H  -0.065  -3.411  -4.086  0.2004
H  -1.142  -2.297  -3.831  -0.7260
C  -3.911  4.773  0.386  -1.4861
C  -3.816  3.865  -0.822  0.3234
C  -2.952  4.605  -1.946  -0.3705
O  -3.632  5.579  -2.625  -0.4358
C  -4.406  4.919  -3.669  -0.7138
N  -3.313  2.533  -0.488  0.0376
H  -4.219  5.771  0.073  0.5148
H  -2.910  4.820  0.815  0.2044
H  -4.643  4.370  1.085  0.2773
H  -4.818  3.672  -1.205  0.4731
H  -2.606  3.830  -2.630  0.0480
H  -2.105  5.029  -1.406  0.3848
H  -4.806  5.639  -4.384  0.3642
H  -5.222  4.304  -3.292  0.2611
H  -3.774  4.330  -4.334  0.2370
H  -2.347  2.555  -0.195  -0.2868
H  -3.673  2.234  0.407  0.1341
C  -4.772  0.413  -4.340  -1.3410
C  -3.499  0.010  -3.593  2.4818
C  -2.096  0.671  -3.999  0.0661
O  -1.987  0.275  -5.322  -0.4904
C  -0.778  0.638  -5.944  -0.8924
N  -3.808  0.021  -2.150  0.1432
H  -4.888  0.267  -5.414  0.3224
H  -5.008  1.438  -4.055  0.2359
H  -5.634  -0.134  -3.957  0.2818
H  -3.299  -1.052  -3.735  -1.8351
H  -1.282  0.425  -3.317  -0.1153
H  -2.173  1.756  -3.933  0.4416
H  0.039  0.113  -5.450  0.2121
H  -0.593  1.711  -5.886  0.3709
H  -0.868  0.446  -7.013  0.4154
H  -3.837  1.012  -1.958  0.3827
H  -2.985  -0.287  -1.652  -0.9648
C  2.139  2.552  -4.253  -1.8519
C  1.920  1.665  -3.116  0.9871
C  2.835  1.820  -1.887  -0.0037
O  4.160  2.147  -2.251  -0.5249
C  4.957  2.432  -1.119  -0.6667
N  0.565  1.869  -2.603  0.2594
H  2.130  3.623  -4.051  0.3922
H  1.466  2.388  -5.095  0.3404
H  3.127  2.335  -4.657  0.4399
H  1.995  0.636  -3.468  -0.3396
H  3.019  0.874  -1.378  0.1344
H  2.332  2.539  -1.239  0.0864
H  6.027  2.464  -1.325  0.3910
H  4.712  1.874  -0.216  0.0383
H  4.631  3.437  -0.851  0.3604
H  0.443  2.854  -2.412  0.3844
H  0.300  1.334  -1.789  -0.8505
C  3.103  -5.624  0.641  -1.4191
C  1.926  -4.857  0.152  1.1127
C  2.197  -4.051  -1.172  -0.1622
O  1.053  -3.284  -1.567  0.3637
C  1.465  -2.213  -2.464  -1.1524
N  1.047  -5.925  -0.340  -0.4172
H  3.524  -6.176  -0.200  0.4682
H  2.910  -6.295  1.478  0.4480
H  3.848  -4.965  1.086  0.1655
H  1.520  -4.238  0.952  -0.7681
H  2.679  -4.525  -2.026  0.4817
H  3.010  -3.410  -0.830  -0.4924
H  0.816  -1.342  -2.560  0.0845
H  1.840  -2.496  -3.448  0.6669
H  2.430  -1.803  -2.168  0.1165
H  1.213  -6.764  0.197  0.2616
H  1.471  -6.219  -1.208  0.2991
C  6.138  -1.668  3.622  -1.6223
C  4.953  -1.127  2.792  0.9763
C  4.802  -1.965  1.431  0.3580
O  5.969  -1.711  0.658  -0.4412
C  5.802  -1.878  -0.760  -0.3448
N  3.844  -1.398  3.729  -0.5858
H  5.926  -2.699  3.903  0.3458
H  6.346  -1.132  4.548  0.4170
H  7.087  -1.633  3.088  0.3411
H  5.141  -0.064  2.643  -0.1655
H  3.907  -1.687  0.876  -0.0582
H  4.708  -3.022  1.684  -0.1000
H  6.696  -1.564  -1.298  0.3459
H  4.937  -1.305  -1.096  -0.0709
H  5.666  -2.894  -1.130  0.2367
H  3.717  -0.641  4.385  0.1831
H  3.028  -1.303  3.142  -0.0995
C  3.792  2.137  6.736  -1.2272
C  2.863  2.643  5.594  0.3879
O  1.761  1.801  5.331  -0.5356
H  3.949  1.068  6.593  0.2839
H  3.518  2.367  7.766  0.3052
H  4.702  2.726  6.628  0.3712
H  3.445  2.889  4.705  -0.2967
H  2.464  3.598  5.936  0.3467
H  1.669  1.547  4.410  0.4080
C  -6.399  -2.939  -2.868  -1.4528
C  -5.726  -2.969  -1.528  -0.2957
O  -4.356  -2.593  -1.560  0.4533
H  -7.393  -3.379  -2.791  0.4585
H  -5.784  -3.459  -3.602  0.2232
H  -6.540  -1.908  -3.194  0.2414
H  -5.650  -3.981  -1.131  0.6125
H  -6.253  -2.275  -0.873  0.0957
H  -4.337  -1.658  -1.780  -0.0824
C  0.647  -2.097  6.066  -0.9985
C  -0.511  -3.128  5.799  -0.3929
O  -1.137  -2.632  4.648  -0.3991
H  1.399  -2.143  5.278  0.1985
H  1.030  -2.108  7.086  0.4527
H  0.267  -1.076  6.101  0.2404
H  -1.137  -3.259  6.682  0.3936
H  -0.159  -4.152  5.678  0.2527
H  -0.525  -2.577  3.911  0.0697
C  -4.161  2.850  4.272  -1.4483
C  -2.928  2.240  3.801  0.0027
O  -3.089  2.122  2.435  -0.2420
H  -5.067  2.466  3.803  0.2507
H  -4.093  3.938  4.277  0.3358
H  -4.352  2.567  5.307  0.4489
H  -2.714  1.238  4.174  0.2143
H  -2.074  2.881  4.021  0.3153
H  -2.240  2.340  2.044  -0.0517
C  3.275  3.538  1.865  -0.4078
O  4.173  4.435  1.250  -0.3742
C  5.498  4.433  1.697  -0.3323
C  5.596  5.190  2.997  -1.0045
N  4.685  6.400  2.825  -0.3479
C  5.360  7.419  1.958  -0.3342
C  4.541  8.851  1.669  -0.6619
O  3.642  8.793  0.546  -0.3588
C  2.354  8.319  0.832  -0.5514
H  3.160  3.909  2.884  0.6398
H  3.773  2.604  2.122  -0.0087
H  2.383  3.444  1.245  0.0038
H  6.140  4.947  0.983  0.4821
H  5.938  3.485  2.005  0.3364
H  6.671  5.338  3.106  0.4842
H  5.264  4.598  3.850  0.1817
H  3.834  6.115  2.362  0.2380
H  5.664  6.964  1.016  0.1910
H  6.250  7.755  2.490  0.3559
H  5.260  9.659  1.534  0.4220
H  4.044  9.040  2.620  0.3442
H  1.599  9.000  1.223  0.2965
H  2.323  7.411  1.434  0.1516
H  1.915  8.032  -0.124  0.2635
C  -6.128  -0.311  1.056  -0.4883
O  -5.633  -1.593  1.295  -0.4718
C  -4.244  -1.677  1.649  -0.4710
C  -4.048  -3.130  2.122  -1.1688
N  -4.009  -4.114  1.000  0.3507
C  -4.124  -5.487  1.519  -0.9855
C  -2.898  -6.043  2.291  -0.7666
O  -1.597  -5.882  1.630  -0.0581
C  -0.656  -6.825  2.225  -0.6816
H  -5.651  0.087  0.161  0.0055
H  -5.882  0.321  1.910  0.2655
H  -7.210  -0.261  0.939  0.3201
H  -3.959  -1.010  2.463  0.5976
H  -3.476  -1.521  0.891  0.1201
H  -4.973  -3.322  2.664  0.6134
H  -3.142  -3.191  2.725  0.4170
H  -4.835  -3.893  0.463  -0.2700
H  -4.139  -6.178  0.676  0.2662
H  -5.023  -5.656  2.112  0.5253
H  -3.230  -6.970  2.759  0.5682
H  -2.814  -5.407  3.173  0.3705
H  0.210  -7.052  1.604  0.0804
H  -1.157  -7.724  2.584  0.4185
H  -0.210  -6.367  3.108  0.1979